2 unconnected molecules or ions with the total composition C6H16N2 at a distorted geometry. Source: the Open Molecules 2025 dataset; level of theory: ωB97M-V/def2-TZVPD.

Atoms and positions in Å:
C: 0.661 -2.502 -0.923
C: 1.636 -1.367 -1.227
C: -0.845 -2.061 -1.017
N: -1.297 -1.231 0.098
C: -1.265 0.129 -0.128
C: -0.503 0.850 1.048
N: 0.048 2.104 0.665
C: 1.380 2.174 1.182
H: 0.759 -2.780 0.117
H: 0.772 -3.311 -1.655
H: 1.491 -1.095 -2.283
H: 1.359 -0.538 -0.594
H: 2.694 -1.644 -1.147
H: -1.402 -3.008 -1.030
H: -1.095 -1.498 -1.926
H: -2.815 3.141 1.361
H: -2.190 0.725 -0.134
H: -0.716 0.386 -1.057
H: 0.362 0.239 1.322
H: -1.192 0.944 1.898
H: -3.040 3.844 1.276
H: 1.407 2.313 2.283
H: 1.892 3.003 0.702
H: 1.900 1.182 1.170

What are the Mulliken partial charges on each atom? They are as follows, in elementary charge units: C -0.411; C -0.780; C -0.530; N -0.445; C -0.547; C -0.530; N -0.371; C -0.693; H 0.301; H 0.347; H 0.288; H 0.027; H 0.347; H 0.309; H 0.413; H -0.224; H 0.305; H 0.360; H 0.391; H 0.443; H 0.220; H 0.301; H 0.280; H 0.198

C6H16N2 in the gas phase at a distorted geometry. Source: the Open Molecules 2025 dataset; level of theory: ωB97M-V/def2-TZVPD.

Atoms and positions in Å:
C: 1.628 -0.204 0.194
N: 0.926 -1.137 -0.673
C: -0.294 -1.702 -0.115
C: -0.621 -3.041 -0.775
C: 1.043 1.226 0.195
N: -0.420 1.253 0.175
C: -0.984 1.188 1.493
C: -1.027 2.259 -0.665
H: 2.588 -0.076 -0.225
H: 1.735 -0.598 1.202
H: 0.645 -0.623 -1.507
H: -1.141 -1.044 -0.288
H: -0.187 -1.865 0.957
H: -1.146 -2.870 -1.729
H: 0.239 -3.665 -1.025
H: -1.288 -3.649 -0.164
H: 1.405 1.768 -0.691
H: 1.422 1.882 0.995
H: -0.739 2.050 2.146
H: -0.656 0.285 2.009
H: -2.081 1.113 1.458
H: -2.035 1.971 -0.885
H: -1.052 3.296 -0.267
H: -0.482 2.315 -1.615

What are the Mulliken partial charges on each atom? They are as follows, in elementary charge units: C -0.790; N -0.355; C -0.009; C -1.326; C -0.854; N 0.470; C -1.180; C -1.119; H 0.385; H 0.340; H 0.242; H 0.151; H 0.258; H 0.289; H 0.361; H 0.352; H 0.437; H 0.346; H 0.330; H 0.334; H 0.336; H 0.324; H 0.322; H 0.357

C6H16N2 in the gas phase at a distorted geometry. Source: the Open Molecules 2025 dataset; level of theory: ωB97M-V/def2-TZVPD.

Atoms and positions in Å:
C: -2.441 -0.513 0.891
C: -2.603 -1.463 -0.335
C: -1.800 0.909 0.603
N: -0.490 1.158 1.180
C: 0.756 1.059 0.425
C: 1.118 -0.283 -0.260
N: 2.058 -0.138 -1.387
C: 3.449 -0.379 -1.084
H: -1.895 -1.029 1.668
H: -3.450 -0.477 1.353
H: -1.625 -1.627 -0.721
H: -2.924 -2.474 -0.048
H: -3.277 -0.929 -1.028
H: -2.586 1.584 0.846
H: -1.873 1.059 -0.506
H: -0.428 0.998 2.167
H: 1.509 1.408 1.128
H: 0.600 1.671 -0.477
H: 0.228 -0.699 -0.713
H: 1.316 -1.064 0.496
H: 1.758 -0.813 -2.076
H: 3.952 -0.762 -1.975
H: 3.682 -1.056 -0.248
H: 4.034 0.555 -0.898

What are the Mulliken partial charges on each atom? They are as follows, in elementary charge units: C -0.447; C -1.073; C -0.737; N -0.192; C -0.791; C 0.191; N -0.410; C -0.862; H 0.331; H 0.378; H 0.254; H 0.352; H 0.258; H 0.344; H 0.316; H 0.242; H 0.313; H 0.298; H -0.234; H 0.340; H 0.248; H 0.341; H 0.296; H 0.245

2 unconnected molecules or ions with the total composition C6H16N2 at a distorted geometry. Source: the Open Molecules 2025 dataset; level of theory: ωB97M-V/def2-TZVPD.

Atoms and positions in Å:
N: -1.863 -0.619 -0.918
C: -1.571 0.176 0.091
C: -1.402 1.615 -0.377
C: 0.029 -0.359 0.900
N: 1.082 0.404 0.916
C: 2.040 0.327 -0.181
C: 1.485 0.154 -1.622
C: 0.216 -1.850 0.627
H: -0.307 -0.232 1.937
H: -2.643 -1.212 -0.621
H: -2.303 0.023 0.900
H: -0.817 1.603 -1.292
H: -2.369 2.031 -0.649
H: -0.959 2.242 0.403
H: -0.842 1.502 3.431
H: -0.252 1.221 3.068
H: 2.796 -0.456 -0.074
H: 2.530 1.289 -0.131
H: 0.521 -0.334 -1.696
H: 2.202 -0.352 -2.272
H: 1.376 1.143 -2.058
H: -0.735 -2.372 0.711
H: 0.448 -2.041 -0.427
H: 1.023 -2.247 1.233

What are the Mulliken partial charges on each atom? They are as follows, in elementary charge units: N -0.650; C 0.137; C -1.297; C 0.309; N -0.352; C -0.350; C -1.026; C -1.578; H 0.291; H 0.281; H 0.487; H 0.287; H 0.379; H 0.344; H 0.237; H -0.209; H 0.285; H 0.339; H 0.334; H 0.289; H 0.286; H 0.484; H 0.318; H 0.376

Quick rundown of molecular weight, same order as above: 116.2; 116.2; 116.2; 116.2 g/mol
Quick rundown of HOMO-LUMO gap, same order as above: 0.195; 0.339; 0.339; 0.289 Ha
Quick rundown of LUMO level, same order as above: -2.12; 0.97; 1.09; -0.96 eV